Here is a molecular structure, C21H36CdF2NO19S2 at a distorted geometry from the Open Molecules 2025 dataset. Energies are from ωB97M-V/def2-TZVPD.

Each line ends with the Mulliken charge.
Positions of all 82 atoms, in Å:
Cd  3.1129  1.9674  -3.6798  2.44
N  2.8044  3.8308  -3.6905  0.53
S  3.4915  5.1421  -4.2234  0.46
O  4.3536  5.7824  -3.2564  -0.59
O  2.8881  5.9668  -5.2751  -0.39
F  4.6597  4.3500  -5.0572  -0.40
S  1.7000  4.8943  -2.8739  1.20
O  0.5262  5.3585  -3.6821  -0.52
O  2.2384  5.6204  -1.7164  -0.53
F  0.9834  3.7876  -2.0395  -0.42
C  8.4728  2.7474  -4.7070  -0.88
O  7.0768  2.9963  -4.6377  -0.02
C  6.3280  2.2481  -3.8196  0.49
O  5.1221  1.9551  -3.9970  -0.58
O  6.9615  1.9560  -2.7354  -0.29
C  6.6816  0.8323  -1.9068  -0.38
H  8.9792  3.0598  -3.7937  0.31
H  8.9006  3.4326  -5.4388  0.31
H  8.7181  1.7048  -4.9089  0.39
H  5.6551  0.8831  -1.5438  -0.06
H  7.3509  0.9252  -1.0515  0.26
H  6.9394  -0.1039  -2.4020  0.35
C  -2.2326  2.5679  -4.7936  -0.84
O  -0.7916  2.4688  -4.6006  -0.17
C  -0.1281  1.4457  -4.0317  0.41
O  1.0680  1.4834  -3.7383  -0.73
O  -1.0225  0.4144  -3.7591  -0.31
C  -0.4621  -0.8958  -3.5090  -0.52
H  -2.7863  2.8199  -3.8891  0.39
H  -2.6638  1.7626  -5.3882  0.37
H  -2.4618  3.4346  -5.4137  0.27
H  -1.2657  -1.6175  -3.3624  0.27
H  0.1339  -0.8660  -2.5969  0.05
H  0.1405  -1.2313  -4.3531  0.33
C  -2.7625  5.6982  -3.2063  -0.43
O  -2.8617  4.7475  -2.1609  -0.33
C  -2.2929  4.8717  -0.9326  0.85
O  -2.5161  4.1260  0.0559  -0.62
O  -1.3913  5.8926  -0.9262  -0.22
C  -0.8077  6.3526  0.2655  -0.59
H  -2.6136  5.3110  -4.2143  0.12
H  -1.8795  6.3340  -3.1427  0.23
H  -3.6830  6.2792  -3.2646  0.31
H  -0.4704  7.3874  0.2050  0.18
H  0.0942  5.7734  0.4637  0.18
H  -1.4905  6.3534  1.1151  0.36
C  4.5622  4.1443  -0.1918  -0.39
O  3.8896  3.0067  0.3013  -0.41
C  3.4242  1.9764  -0.4473  0.74
O  3.4907  1.9025  -1.6783  -0.56
O  2.7767  1.2075  0.4174  -0.36
C  2.2444  -0.0775  -0.1258  -0.42
H  5.5844  4.0059  0.1604  0.33
H  4.1388  4.9112  0.4569  0.25
H  4.4967  4.1942  -1.2787  0.08
H  2.9562  -0.8744  -0.3409  0.35
H  1.7096  -0.0050  -1.0728  -0.10
H  1.5470  -0.4457  0.6267  0.34
C  7.6433  3.5513  -8.1775  -0.77
O  6.4837  4.1260  -7.5971  -0.12
C  5.6721  4.9100  -8.3954  0.46
O  5.8304  4.9907  -9.6450  -0.58
O  4.7273  5.5378  -7.6008  -0.05
C  3.8258  6.3220  -8.2459  -0.69
H  8.0170  2.7840  -7.4995  0.20
H  8.4259  4.2926  -8.3389  0.33
H  7.3982  3.1039  -9.1408  0.37
H  3.2258  5.7723  -8.9712  0.33
H  4.2684  7.1773  -8.7565  0.31
H  3.1443  6.8126  -7.5510  0.18
C  1.0417  11.3227  -2.6141  -0.28
C  1.5281  11.4371  -3.9341  -0.66
C  2.1444  10.3077  -4.5044  -0.28
C  2.3521  9.1050  -3.8756  -0.29
C  1.9373  9.0533  -2.5097  0.06
C  1.3078  10.1528  -1.8938  -0.66
H  0.5241  12.1346  -2.1249  0.38
H  1.5012  12.3182  -4.5581  0.36
H  2.5307  10.3528  -5.5119  0.34
H  2.8933  8.2919  -4.3365  0.28
H  2.2825  8.3263  -1.7895  0.42
H  0.8165  10.0412  -0.9385  0.31

Output
Total energy, Ha: -3469.5050
Multiplicity: 1
Highest occupied orbital energy, eV: -10.3322
Total charge: +1